# 1
C6H11NO2 | ωB97M-V with the def2-TZVPD basis set

Output
- Frontier orbital gap: 8.742 eV
- Strongest force on any atom: 0.0814 hartree/bohr
- ΔE to the lowest compared entry with this formula, charge and spin: 81.3 kcal/mol
- E_tot: -11982.7439 eV

Each line ends with the Löwdin charge.
Cartesian coordinates (Å):
C 1.357 -1.094 -0.221  -0.257
C -1.946 0.466 -1.114  -0.061
C -1.298 -0.202 1.238  -0.054
C 1.280 0.659 0.704  -0.452
C -0.922 -0.185 -0.223  -0.334
N 1.542 1.647 -0.189  0.138
C 0.030 -1.003 -0.773  -0.076
O 1.743 -2.259 0.402  0.017
O 1.358 0.772 1.899  0.035
H 2.514 -2.075 0.956  0.110
H 2.166 -0.613 -0.754  0.112
H 1.367 1.528 -1.172  0.099
H 1.838 2.552 0.149  0.109
H -0.159 -1.511 -1.719  0.112
H -1.776 0.231 -2.163  0.075
H -1.879 1.552 -0.996  0.087
H -2.966 0.181 -0.845  0.077
H -0.629 -0.807 1.841  0.083
H -1.322 0.803 1.664  0.087
H -2.297 -0.642 1.318  0.093

# 2
C64H77Cl5N4O9P5SeY | ωB97M-V with the def2-TZVPD basis set

Output
- Frontier orbital gap: 6.792 eV
- Strongest force on any atom: 0.0430 hartree/bohr
- E_tot: -267450.0150 eV
- Total charge: +2

Each line ends with the Löwdin charge.
Cartesian coordinates (Å):
Y -0.616 1.554 1.366  1.527
Se 5.607 6.481 0.367  1.186
N 4.342 6.477 1.596  -0.213
C 3.316 5.838 1.103  -0.339
C 2.052 5.635 1.787  -0.101
C 1.679 6.363 2.913  0.035
C 0.441 6.126 3.468  -0.011
C -0.364 5.141 2.910  -0.117
N -0.023 4.422 1.848  0.089
C 1.160 4.684 1.273  -0.196
C 1.440 4.008 0.006  -0.144
N 0.646 2.983 -0.371  0.044
C 0.738 2.566 -1.634  -0.140
C 1.565 3.154 -2.580  -0.011
C 2.486 4.083 -2.158  0.045
C 2.457 4.491 -0.826  -0.075
C 3.483 5.329 -0.233  -0.341
N 4.636 5.578 -0.797  -0.219
H 2.354 7.113 3.303  0.132
H 0.091 6.692 4.320  0.124
H -1.336 4.925 3.340  0.126
H 0.130 1.715 -1.897  0.074
H 1.531 2.814 -3.605  0.123
H 3.228 4.506 -2.822  0.134
C -0.140 -2.984 0.109  -0.268
C -0.421 -2.881 1.629  -0.323
P -0.303 -1.270 2.582  1.008
C -1.852 -1.526 3.579  -0.396
C -1.879 -1.808 4.941  -0.058
C -3.081 -2.108 5.574  -0.051
C -4.262 -2.153 4.854  -0.065
C -4.244 -1.886 3.491  -0.090
C -3.053 -1.560 2.869  -0.182
C 0.942 -1.570 3.900  -0.403
C 1.696 -2.731 4.041  -0.114
C 2.629 -2.838 5.062  -0.065
C 2.830 -1.793 5.952  -0.056
C 2.068 -0.641 5.831  -0.056
C 1.122 -0.542 4.823  -0.130
C 1.162 -2.336 -0.430  -0.350
P 2.382 -1.995 0.910  1.076
C 3.816 -1.185 0.081  -0.377
C 3.859 0.205 0.142  -0.125
C 4.999 0.905 -0.222  -0.077
C 6.113 0.219 -0.674  -0.073
C 6.090 -1.167 -0.734  -0.077
C 4.952 -1.869 -0.370  -0.109
C 3.157 -3.606 1.285  -0.401
C 2.749 -4.821 0.746  -0.092
C 3.428 -5.991 1.072  -0.071
C 4.515 -5.950 1.929  -0.070
C 4.913 -4.741 2.491  -0.065
C 4.235 -3.576 2.175  -0.127
H -0.994 -2.600 -0.450  0.074
H -0.074 -4.056 -0.087  0.097
H 0.282 -3.564 2.107  0.056
H -1.423 -3.245 1.843  0.077
H -0.968 -1.805 5.521  0.103
H -3.084 -2.339 6.631  0.115
H -5.193 -2.408 5.345  0.113
H -5.160 -1.961 2.919  0.091
H -3.035 -1.336 1.804  0.078
H 1.578 -3.574 3.374  0.084
H 3.200 -3.752 5.165  0.113
H 3.568 -1.881 6.738  0.113
H 2.198 0.179 6.527  0.110
H 0.495 0.332 4.765  0.064
H 0.964 -1.356 -0.868  0.058
H 1.597 -2.956 -1.212  0.053
H 2.988 0.729 0.525  0.067
H 5.038 1.980 -0.094  0.098
H 7.005 0.765 -0.954  0.112
H 6.977 -1.711 -1.030  0.112
H 4.965 -2.952 -0.380  0.102
H 1.913 -4.865 0.058  0.089
H 3.108 -6.936 0.652  0.108
H 5.050 -6.860 2.167  0.110
H 5.755 -4.713 3.171  0.112
H 4.545 -2.628 2.600  0.118
C -6.103 2.430 -2.865  -0.024
C -6.212 2.693 -1.376  -0.421
C -6.931 3.991 -1.072  -0.021
O -4.871 2.797 -0.801  -0.145
P -4.171 1.781 0.159  0.457
O -2.816 2.278 0.499  -0.378
C -4.074 0.155 -0.657  -0.188
P -2.540 0.152 -1.624  0.476
O -1.331 0.500 -0.819  -0.366
O -2.942 1.138 -2.767  -0.190
C -2.076 2.041 -3.539  -0.394
C -2.048 3.395 -2.861  -0.028
C -2.650 2.106 -4.937  -0.018
O -2.288 -1.263 -2.235  -0.166
C -3.116 -2.178 -3.009  -0.396
C -3.689 -1.527 -4.255  -0.031
C -4.194 -2.798 -2.139  -0.037
O -4.996 1.585 1.472  -0.223
C -6.417 1.431 1.764  -0.402
C -6.537 1.510 3.272  -0.029
C -6.958 0.124 1.214  -0.025
H -7.100 2.280 -3.278  0.101
H -5.499 1.544 -3.063  0.059
H -5.643 3.282 -3.366  0.091
H -6.743 1.861 -0.907  0.112
H -6.355 4.832 -1.460  0.098
H -7.054 4.129 0.002  0.081
H -7.914 3.989 -1.541  0.100
H -4.926 -0.001 -1.320  0.071
H -4.052 -0.635 0.093  0.071
H -1.075 1.605 -3.567  0.130
H -3.036 3.855 -2.902  0.089
H -1.336 4.042 -3.375  0.098
H -1.760 3.310 -1.813  0.061
H -3.687 2.440 -4.902  0.084
H -2.614 1.134 -5.430  0.077
H -2.080 2.819 -5.533  0.099
H -2.404 -2.953 -3.294  0.150
H -4.351 -0.700 -3.995  0.075
H -4.257 -2.272 -4.811  0.101
H -2.897 -1.152 -4.899  0.082
H -5.010 -2.096 -1.954  0.072
H -3.777 -3.128 -1.187  0.086
H -4.606 -3.668 -2.650  0.099
H -6.947 2.274 1.317  0.128
H -6.008 0.677 3.739  0.077
H -7.587 1.473 3.561  0.099
H -6.103 2.441 3.635  0.089
H -6.414 -0.719 1.638  0.071
H -6.885 0.074 0.126  0.064
H -8.008 0.031 1.487  0.104
C 4.348 -5.446 -4.030  -0.063
C 3.828 -4.332 -3.146  -0.320
O 4.346 -3.091 -3.633  -0.328
P 3.619 -1.640 -3.418  0.869
O 4.885 -0.685 -3.587  -0.326
C 5.851 -0.795 -4.653  -0.259
C 7.140 -1.418 -4.159  -0.071
O 3.015 -1.451 -4.954  -0.330
C 2.288 -2.462 -5.632  -0.319
C 2.501 -2.310 -7.123  -0.066
H 3.961 -6.408 -3.692  0.082
H 5.437 -5.471 -3.992  0.084
H 4.047 -5.289 -5.067  0.074
H 4.162 -4.479 -2.115  0.099
H 2.732 -4.323 -3.152  0.101
H 6.029 0.224 -5.001  0.120
H 5.428 -1.375 -5.472  0.103
H 7.611 -0.783 -3.408  0.068
H 7.829 -1.537 -4.996  0.083
H 6.940 -2.396 -3.725  0.069
H 1.230 -2.360 -5.386  0.106
H 2.617 -3.452 -5.304  0.087
H 2.173 -1.324 -7.456  0.078
H 1.940 -3.074 -7.664  0.080
H 3.558 -2.419 -7.366  0.079
Cl -2.895 1.550 3.413  0.810
C -1.536 2.157 4.302  -0.693
C -0.347 2.173 3.593  -0.412
C 0.750 2.654 4.302  -0.753
Cl 2.291 2.581 3.513  0.743
C 0.669 3.135 5.603  -0.717
Cl 2.058 3.768 6.385  0.722
C -0.566 3.120 6.260  -0.697
Cl -0.708 3.743 7.846  0.737
C -1.685 2.603 5.609  -0.703
Cl -3.213 2.542 6.386  0.722

# 3
C7H9N | ωB97M-V with the def2-TZVPD basis set

Output
- Frontier orbital gap: 7.931 eV
- Strongest force on any atom: 0.1317 hartree/bohr
- ΔE to the lowest compared entry with this formula, charge and spin: 79.3 kcal/mol
- E_tot: -8891.7198 eV

Each line ends with the Löwdin charge.
Cartesian coordinates (Å):
C -1.716 -1.168 -0.115  -0.121
C -1.203 0.216 -0.204  -0.310
C -1.939 1.381 0.021  0.062
C 0.274 0.194 -0.275  -0.352
C 1.197 1.279 -0.220  -0.019
C 2.486 0.626 -0.050  -0.128
C 2.250 -0.688 0.031  -0.171
H -1.361 -1.947 -0.913  0.123
H -1.439 -1.492 0.962  0.105
H -2.797 -1.304 -0.092  0.071
H -1.582 2.459 0.068  0.080
H -2.971 1.178 0.291  0.043
H 1.059 2.370 -0.124  0.100
H 3.515 1.096 0.183  0.127
H 3.079 -1.363 0.154  0.094
H 0.267 -1.866 0.521  0.283
N 0.881 -0.969 -0.235  0.014

# 4
C5H10NO2 | ωB97M-V with the def2-TZVPD basis set

Output
- Frontier orbital gap: 9.786 eV
- Strongest force on any atom: 0.1655 hartree/bohr
- ΔE to the lowest compared entry with this formula, charge and spin: 58.1 kcal/mol
- E_tot: -10923.5307 eV
- Total charge: +1

Each line ends with the Löwdin charge.
Cartesian coordinates (Å):
C -0.552 0.064 1.879  -0.002
C 0.455 -0.219 0.797  -0.347
N 0.726 0.892 -0.102  0.143
C 0.484 0.584 -1.626  -0.280
O -0.602 1.378 -2.045  -0.022
C 0.070 -0.912 -1.544  0.104
C 0.099 -1.346 -0.093  -0.222
O -0.130 -2.555 0.385  0.135
H -0.673 -0.959 2.453  0.151
H -1.521 0.350 1.363  0.119
H -0.117 0.959 2.389  0.107
H 1.346 -0.443 1.250  0.139
H 1.703 1.326 0.058  0.236
H -0.068 1.592 0.048  0.201
H 1.314 0.810 -2.349  0.174
H -1.321 0.809 -2.458  0.150
H -0.074 -1.533 -2.334  0.067
H -0.439 -3.207 -0.249  0.147

# 5
C7H34O10 | ωB97M-V with the def2-TZVPD basis set

Output
- Frontier orbital gap: 9.793 eV
- Strongest force on any atom: 0.0141 hartree/bohr
- ΔE to the lowest compared entry with this formula, charge and spin: 0.0 kcal/mol
- E_tot: -28287.3544 eV

Each line ends with the Löwdin charge.
Cartesian coordinates (Å):
C -1.386 0.135 1.916  0.014
C -0.107 -0.234 1.915  -0.345
C 0.391 -1.314 2.830  -0.046
C 0.935 0.417 1.046  -0.148
C 0.939 -0.182 -0.380  -0.189
C 1.888 0.548 -1.336  -0.238
C 1.421 1.961 -1.682  -0.088
H -2.113 -0.317 2.585  0.071
H -1.790 0.925 1.298  0.052
H -0.375 -1.701 3.500  0.078
H 1.218 -0.957 3.447  0.088
H 0.802 -2.138 2.239  0.071
H 0.737 1.486 0.964  0.087
H 1.937 0.312 1.461  0.102
H -0.081 -0.124 -0.758  0.089
H 1.216 -1.235 -0.324  0.085
H 1.973 -0.012 -2.261  0.088
H 2.891 0.592 -0.905  0.091
H 2.017 2.381 -2.494  0.076
H 0.386 1.943 -2.032  0.063
H 1.492 2.635 -0.831  0.047
O 1.254 -2.385 -2.621  -0.069
H 0.463 -1.808 -2.741  0.017
H 1.334 -2.841 -3.465  0.071
O 4.263 -0.539 1.141  -0.051
H 3.723 -0.880 0.424  0.016
H 4.873 0.090 0.746  0.042
O -0.822 3.253 2.695  -0.070
H -1.275 3.263 1.823  0.015
H -0.819 2.332 2.974  0.027
O -1.494 3.175 -0.004  -0.066
H -0.601 3.486 -0.213  0.039
H -1.615 2.353 -0.525  0.003
O 1.472 4.015 1.350  -0.081
H 2.226 3.755 1.889  0.038
H 0.685 3.841 1.911  -0.008
O -3.285 -1.027 -0.338  -0.067
H -2.864 -1.920 -0.265  0.018
H -3.443 -0.804 0.588  0.047
O -1.134 -1.108 -3.142  -0.051
H -1.824 -1.666 -2.764  0.057
H -1.307 -0.227 -2.748  0.022
O 0.572 -3.856 -0.444  -0.070
H 1.196 -3.548 0.222  0.044
H 0.817 -3.381 -1.273  0.009
O -2.172 1.016 -1.646  -0.088
H -2.574 0.263 -1.130  0.018
H -2.925 1.418 -2.095  0.086
O -2.112 -3.494 -0.125  -0.063
H -1.149 -3.588 -0.312  0.013
H -2.266 -3.909 0.727  0.058

# 6
C38H33AsBrGaN3O4S4 | ωB97M-V with the def2-TZVPD basis set

Output
- Frontier orbital gap: 6.229 eV
- Strongest force on any atom: 0.0820 hartree/bohr
- ΔE to the lowest compared entry with this formula, charge and spin: 27.3 kcal/mol
- E_tot: -279193.0496 eV
- Total charge: +1

Each line ends with the Löwdin charge.
Cartesian coordinates (Å):
Ga -2.278 1.879 0.259  0.387
C 4.926 1.318 1.161  -0.098
C 5.062 0.648 -0.014  -0.091
C 4.087 -0.289 -0.445  -0.085
C 3.043 -0.612 0.416  -0.388
C 3.026 -0.059 1.743  -0.134
C 3.873 0.965 2.047  -0.096
As 1.523 -1.746 -0.123  1.308
C 1.710 -3.212 1.188  -0.428
C 0.524 -3.930 1.516  -0.133
C 0.498 -4.720 2.676  -0.098
C 1.586 -4.761 3.559  -0.082
C 2.811 -4.219 3.121  -0.078
C 2.889 -3.475 1.941  -0.101
C 2.303 -2.688 -1.623  -0.412
C 2.651 -4.039 -1.568  -0.109
C 3.313 -4.731 -2.601  -0.065
C 3.680 -3.987 -3.745  -0.076
C 3.214 -2.663 -3.890  -0.091
C 2.615 -2.021 -2.828  -0.160
H 5.567 2.203 1.395  0.120
H 5.966 0.820 -0.655  0.123
H 4.084 -0.773 -1.419  0.081
H 2.307 -0.369 2.474  0.065
H 3.813 1.474 2.997  0.097
H -0.355 -3.924 0.888  0.087
H -0.391 -5.248 2.946  0.089
H 1.472 -5.116 4.558  0.093
H 3.685 -4.382 3.764  0.109
H 3.827 -3.075 1.548  0.112
H 2.401 -4.559 -0.636  0.086
H 3.501 -5.796 -2.452  0.106
H 4.301 -4.490 -4.538  0.118
H 3.441 -2.086 -4.812  0.115
H 2.259 -1.032 -2.967  0.082
S -4.587 1.653 0.657  0.783
C -4.950 0.008 0.567  -0.986
N -4.981 -0.721 -0.603  0.001
C -5.030 -2.181 -0.475  -0.164
C -5.055 -2.462 1.057  -0.431
S -5.328 -0.965 1.954  1.002
H -4.830 -0.245 -1.499  0.104
H -4.216 -2.626 -1.055  0.126
H -6.012 -2.636 -0.851  0.151
H -4.084 -2.870 1.326  0.078
H -5.791 -3.207 1.345  0.084
C -0.843 0.565 5.257  -0.041
C -0.310 -0.039 3.943  -0.156
C -1.017 0.462 2.748  -0.009
N -1.609 0.726 1.766  0.209
H -0.331 0.187 6.101  0.077
H -1.866 0.302 5.332  0.072
H -0.788 1.635 5.194  0.085
H -0.367 -1.119 3.883  0.131
H 0.700 0.272 3.760  0.097
Br -3.605 6.549 2.207  0.787
C -1.717 6.263 2.516  -0.556
C -1.029 7.216 3.287  -0.113
C 0.358 7.339 3.200  -0.062
C 1.068 6.267 2.648  -0.069
C 0.384 5.249 1.962  -0.018
C -1.011 5.247 1.874  -0.179
C -1.638 4.022 1.343  -0.624
O -2.766 3.651 1.653  -0.058
O -0.930 3.367 0.497  -0.080
H -1.648 7.927 3.857  0.108
H 0.855 8.260 3.523  0.118
H 2.205 6.254 2.713  0.130
H 1.014 4.466 1.488  0.132
O -3.648 -2.029 -4.246  -0.305
S -3.462 -0.593 -3.997  0.689
O -4.632 0.253 -3.766  -0.312
N -2.526 -0.365 -2.609  -0.089
C -1.514 0.499 -2.856  -0.743
S -0.555 1.427 -1.767  0.744
C -1.283 0.719 -4.276  -0.250
C -0.235 1.514 -4.856  -0.018
C -0.252 1.650 -6.211  -0.072
C -1.242 1.061 -6.997  -0.045
C -2.280 0.315 -6.426  -0.012
C -2.265 0.155 -5.048  -0.235
H 0.511 1.917 -4.160  0.094
H 0.451 2.325 -6.739  0.127
H -1.186 1.159 -8.095  0.124
H -3.060 -0.132 -7.007  0.121

# 7
C3H4N4 | ωB97M-V with the def2-TZVPD basis set

Output
- Frontier orbital gap: 7.335 eV
- Strongest force on any atom: 0.1174 hartree/bohr
- ΔE to the lowest compared entry with this formula, charge and spin: 159.1 kcal/mol
- E_tot: -9129.9575 eV

Each line ends with the Löwdin charge.
Cartesian coordinates (Å):
C -2.783 0.337 -0.087  -0.146
N -1.665 -0.599 -0.078  -0.035
N -0.556 -0.062 0.102  -0.069
N 0.534 -0.493 0.333  0.056
C 1.718 -0.351 -0.076  -0.039
C 2.991 -0.304 0.086  -0.212
N 4.150 -0.199 -0.313  0.101
H -2.357 1.378 0.109  0.087
H -3.418 0.286 -1.017  0.075
H -3.620 0.066 0.607  0.071
H 5.007 -0.059 0.334  0.110

# 8
C6H14N3O3 | ωB97M-V with the def2-TZVPD basis set

Output
- Frontier orbital gap: 10.289 eV
- Strongest force on any atom: 0.0825 hartree/bohr
- ΔE to the lowest compared entry with this formula, charge and spin: 23.6 kcal/mol
- E_tot: -17054.5068 eV
- Total charge: +1

Each line ends with the Löwdin charge.
Cartesian coordinates (Å):
C 0.880 0.464 0.746  -0.269
C -2.047 0.136 0.511  -0.473
C -3.157 -0.503 1.204  0.051
C 1.629 -1.686 0.639  -0.129
C 0.513 -2.318 -1.604  0.005
C 0.175 -0.209 -0.337  -0.255
N 0.844 1.710 1.028  0.219
N 0.782 3.091 -0.978  0.099
N 1.138 -1.298 -0.683  -0.085
O 1.748 -0.422 1.298  0.068
O -1.956 1.281 0.149  0.118
O -1.019 -0.751 0.196  0.030
H -3.993 -0.569 0.424  0.151
H -3.325 -0.077 2.114  0.072
H -2.905 -1.529 1.364  0.088
H 1.035 -2.419 1.278  0.166
H -0.187 0.438 -1.175  0.176
H 2.721 -2.002 0.464  0.171
H 0.114 -1.871 -2.442  0.066
H 1.361 -2.875 -1.872  0.078
H -0.278 -2.859 -1.012  0.116
H 0.538 2.490 0.205  0.038
H 1.421 2.130 1.804  0.178
H 1.263 3.994 -0.880  0.108
H -0.161 3.170 -1.384  0.101
H 1.300 2.290 -1.417  0.113

# 9
C14H24NO | ωB97M-V with the def2-TZVPD basis set

Output
- Frontier orbital gap: 5.747 eV
- Strongest force on any atom: 0.0818 hartree/bohr
- E_tot: -18437.2275 eV
- Total charge: +1

Each line ends with the Löwdin charge.
Cartesian coordinates (Å):
C 2.672 1.214 -2.141  -0.024
O 1.335 1.667 -2.114  -0.022
C 0.427 0.663 -2.071  0.081
C -0.949 0.923 -2.077  -0.174
C -1.926 -0.103 -2.074  0.027
C -3.262 0.218 -2.100  -0.032
C -3.668 1.546 -2.125  0.003
C -2.726 2.565 -2.124  -0.026
C -1.388 2.262 -2.102  0.029
H 3.321 2.090 -2.156  0.114
H 2.896 0.629 -1.246  0.089
H 2.860 0.625 -3.042  0.114
H 0.774 -0.358 -2.034  0.157
H -1.610 -1.131 -2.060  0.129
H -4.004 -0.565 -2.109  0.123
H -4.718 1.792 -2.147  0.127
H -3.040 3.596 -2.143  0.123
H -0.642 3.039 -2.106  0.131
C 3.661 -2.622 0.311  -0.110
C 2.169 -2.604 0.595  -0.262
C 1.738 -1.331 1.309  -0.275
N 0.291 -1.262 1.488  -0.093
C -0.150 -0.082 2.225  -0.274
C -1.644 -0.106 2.512  -0.263
C -2.104 1.150 3.233  -0.113
H 3.981 -3.540 -0.186  0.077
H 3.950 -1.784 -0.326  0.059
H 4.237 -2.529 1.234  0.079
H 1.590 -2.704 -0.333  0.099
H 1.876 -3.472 1.201  0.114
H 2.233 -1.248 2.284  0.122
H 2.053 -0.448 0.742  0.096
H -0.049 -2.109 1.954  0.118
H 0.419 0.000 3.158  0.119
H 0.112 0.804 1.637  0.111
H -2.188 -0.240 1.567  0.098
H -1.883 -1.002 3.100  0.112
H -3.173 1.141 3.451  0.074
H -1.575 1.274 4.179  0.077
H -1.896 2.042 2.638  0.069